No. 1
A molecular structure, C26H70B3N16O40P. Source: OMol25; level of theory: ωB97M-V with the def2-TZVPD basis set.

Geometry as XYZ:
```
156
C26H70B3N16O40P, DFT ωB97M-V with the def2-TZVPD basis set
C 3.7751 -3.0740 -0.0193
C 2.3215 -2.7462 0.4092
O 1.7975 -3.4966 1.1890
O 1.7636 -1.6233 -0.0853
C 0.3410 -1.5831 0.1106
C -0.2721 -0.1680 -0.2030
C -1.6450 -0.2403 -0.9355
C -2.8811 -0.1618 0.0005
C -3.0275 -1.3838 0.9772
C -3.3201 -0.9170 2.4403
C -4.8222 -0.9513 2.8710
C -5.6006 -2.2529 2.4884
B -6.9034 -1.9605 1.6287
O -7.3940 -0.6556 1.3863
B -7.1883 -0.4713 0.0124
O -7.8601 -1.3631 -0.8354
B -7.9330 -2.6634 -0.3087
P -8.4871 -4.0677 -1.5405
O -7.7834 -5.3170 -1.1883
O -10.1212 -4.2621 -1.4068
O -8.1784 -3.6090 -3.0968
O -7.6449 -3.0043 0.9971
H 4.3464 -3.0972 0.9292
H 3.7849 -4.1133 -0.3964
H 4.1848 -2.3545 -0.7445
H 0.0429 -1.8093 1.1524
H -0.1706 -2.2876 -0.5765
H -0.3013 0.4020 0.7458
H 0.4258 0.3811 -0.8667
H -1.6747 -1.1007 -1.6383
H -1.6964 0.6561 -1.5932
H -3.7786 -0.1802 -0.6614
H -2.9067 0.8190 0.5089
H -2.0951 -1.9846 1.0221
H -3.7951 -2.0486 0.5416
H -3.0098 0.1404 2.4928
H -2.6699 -1.4322 3.1660
H -5.2953 -0.0145 2.5286
H -4.8256 -0.9034 3.9823
H -5.9674 -2.7523 3.4139
H -4.9780 -3.0128 1.9743
H -6.4727 0.3934 -0.3576
H -10.3615 -3.8722 -0.5501
H -7.4210 -3.0056 -3.0416
C 0.8066 0.5402 4.6659
N -0.3482 -0.0497 3.9392
O -0.9632 0.6666 3.1764
O -0.5993 -1.2194 4.1582
H 0.9073 1.5792 4.3685
H 0.6003 0.4594 5.7216
H 1.6881 -0.0270 4.3898
C -10.0851 -4.5526 4.2080
N -9.7329 -4.3900 2.7701
O -10.5914 -4.6607 1.9410
O -8.6199 -3.9994 2.5079
H -11.1088 -4.9064 4.2800
H -9.3943 -5.2762 4.6322
H -9.9776 -3.5808 4.6827
C 4.0061 1.4609 0.0052
N 3.3371 1.6471 1.3210
O 3.1477 0.6520 1.9945
O 3.0294 2.7775 1.6321
H 4.2162 0.4045 -0.1281
H 3.3253 1.8206 -0.7637
H 4.9255 2.0390 0.0178
C 0.7235 5.5537 -0.5472
N 0.8638 4.1191 -0.9123
O 0.0761 3.3361 -0.4267
O 1.7637 3.8383 -1.6751
H -0.1140 5.6580 0.1347
H 1.6528 5.8618 -0.0725
H 0.5481 6.1092 -1.4649
C 5.2179 5.7503 -2.6453
N 4.5670 5.9066 -1.3201
O 4.4071 4.9101 -0.6508
O 4.2344 7.0338 -0.9985
H 5.4550 4.7042 -2.7948
H 4.5159 6.0962 -3.3980
H 6.1221 6.3530 -2.6391
C -6.4901 3.3652 -2.1622
N -5.5614 2.6310 -3.0625
O -5.4540 1.4332 -2.9060
O -4.9724 3.2889 -3.8938
H -6.9416 2.6565 -1.4762
H -5.9045 4.1072 -1.6245
H -7.2455 3.8365 -2.7855
C 4.6543 5.0988 -7.1166
N 4.0056 5.2602 -5.7886
O 3.8540 4.2632 -5.1172
O 3.6736 6.3889 -5.4744
H 4.8931 4.0504 -7.2602
H 3.9495 5.4425 -7.8689
H 5.5560 5.7054 -7.1163
C -1.4433 -4.1562 5.7112
N -2.5968 -4.7380 4.9720
O -3.1976 -4.0081 4.2110
O -2.8533 -5.9060 5.1834
H -1.3359 -3.1158 5.4225
H -1.6555 -4.2434 6.7736
H -0.5589 -4.7260 5.4391
C 3.1691 -7.2430 -1.8853
N 3.6390 -6.6119 -3.1483
O 3.7995 -7.3287 -4.1097
O 3.8289 -5.4103 -3.1228
H 3.0432 -8.3068 -2.0552
H 3.9246 -7.0582 -1.1262
H 2.2231 -6.7781 -1.6192
C -12.7971 -6.5699 1.0196
N -13.4291 -7.7440 1.6797
O -13.1622 -8.8449 1.2470
O -14.1726 -7.5132 2.6132
H -12.1645 -6.9218 0.2112
H -13.5963 -5.9395 0.6383
H -12.2091 -6.0492 1.7697
C 8.6107 3.4759 -0.1077
N 7.5994 3.6550 -1.1833
O 7.9162 4.3179 -2.1532
O 6.5193 3.1232 -1.0177
H 9.5222 4.0003 -0.3899
H 8.1895 3.8915 0.8054
H 8.7989 2.4096 -0.0054
C 4.2202 -2.6010 -4.2962
N 3.0978 -1.6357 -4.4500
O 2.0720 -1.8684 -3.8468
O 3.2919 -0.6789 -5.1733
H 3.9091 -3.3968 -3.6293
H 4.4521 -2.9934 -5.2826
H 5.0650 -2.0570 -3.8807
C 11.7941 6.3240 -2.5306
N 11.2581 5.0028 -2.1083
O 10.8105 4.2777 -2.9670
O 11.3101 4.7432 -0.9194
H 11.6832 6.4156 -3.6057
H 11.2205 7.0897 -2.0150
H 12.8418 6.3585 -2.2444
C -2.5777 6.4828 -4.0601
N -3.1965 6.6936 -2.7233
O -3.3691 5.7146 -2.0285
O -3.4850 7.8338 -2.4248
H -2.3772 5.4238 -4.1866
H -3.2844 6.8350 -4.8064
H -1.6563 7.0586 -4.0887
C 11.1621 -0.1683 -1.2793
N 10.4895 0.0233 0.0337
O 10.2902 -0.9584 0.7120
O 10.1863 1.1644 0.3312
H 11.3717 -1.2244 -1.4106
H 10.4849 0.1918 -2.0496
H 12.0815 0.4108 -1.2631
C 3.3710 -0.5175 8.5993
N 2.3095 -0.3494 7.5704
O 2.5756 0.3161 6.5900
O 1.2459 -0.8930 7.7853
H 4.2566 0.0183 8.2747
H 2.9902 -0.1089 9.5314
H 3.5730 -1.5814 8.6900
```

Calculated values
Energy relative to the best compared isomer or geometry (same formula, charge and spin) = 34.0 kcal/mol
E_tot = -5333.0346 Eh
F_max = 4.81 eV/A
Molecular weight = 1310.3 g mol⁻¹
Charge = 0
Gap between HOMO and LUMO = 9.3 eV
LUMO energy = -0.3 eV

=====

No. 2
18 unconnected molecules or ions with the total composition C26H70BClIN18O37. Source: OMol25; level of theory: ωB97M-V with the def2-TZVPD basis set.

Geometry as XYZ:
```
154
C26H70BClIN18O37, DFT ωB97M-V with the def2-TZVPD basis set
C 1.1008 -2.7747 1.3518
C 1.3898 -1.2745 1.3707
C 0.3816 -0.4552 0.5552
O -0.7483 -1.2176 0.2154
C -2.0106 -0.5338 0.3646
B -2.8245 -1.1553 1.6472
C -2.0087 -0.8698 3.0504
C -1.8183 0.6325 3.2941
C -2.8609 1.2228 4.2625
I -4.2853 2.3952 3.1438
O -3.0539 -2.6220 1.3452
C -4.4201 -2.7737 1.1985
N -4.9294 -2.4437 -0.1238
C -4.8766 -1.7279 2.2359
Cl -6.6430 -1.4872 2.3908
O -4.2199 -0.6126 1.8390
H 0.3549 -3.0242 2.0888
H 0.8032 -3.1239 0.3739
H 2.0067 -3.3115 1.6240
H 1.4097 -0.9729 2.4142
H 2.3873 -1.1198 0.9930
H 0.1243 0.4661 1.0686
H 0.8993 -0.1521 -0.3630
H -2.5856 -0.7619 -0.5314
H -1.8802 0.5523 0.3667
H -1.0385 -1.3618 3.0628
H -2.5698 -1.2621 3.8997
H -0.8239 0.8234 3.6837
H -1.9092 1.1850 2.3679
H -3.4527 0.4417 4.7025
H -2.3812 1.8318 5.0130
H -4.7258 -3.7738 1.5074
H -5.6474 -1.7344 -0.0114
H -5.4118 -3.2468 -0.5070
H -4.4912 -2.1160 3.1756
C -5.7070 1.4292 -0.3013
N -5.2557 2.4505 -1.2822
O -5.6915 3.5798 -1.1827
O -4.4598 2.0814 -2.1269
H -6.3931 1.8959 0.3949
H -6.1958 0.6379 -0.8618
H -4.8284 1.0485 0.2174
C 4.4590 -0.6953 -1.8336
N 4.6269 -0.2527 -0.4287
O 3.7165 0.3731 0.0689
O 5.6682 -0.5450 0.1376
H 3.4862 -0.3731 -2.1784
H 5.2508 -0.2411 -2.4128
H 4.5417 -1.7779 -1.8500
C 6.4851 -0.5645 3.2295
N 6.6354 -0.1091 4.6393
O 5.7284 0.5306 5.1362
O 7.6665 -0.4068 5.2106
H 5.5270 -0.2311 2.8516
H 7.2993 -0.1318 2.6578
H 6.5495 -1.6479 3.2320
C 0.9211 2.6219 -3.6502
N 2.1378 1.7821 -3.8242
O 2.0757 0.6205 -3.4720
O 3.1193 2.3151 -4.3070
H 0.1416 2.0108 -3.2128
H 1.1904 3.4471 -2.9975
H 0.6318 2.9818 -4.6324
C 8.9401 0.8671 -3.1351
N 8.3903 -0.4031 -2.5842
O 9.0434 -0.9866 -1.7426
O 7.3154 -0.7749 -3.0156
H 9.8857 1.0641 -2.6571
H 9.0578 0.7320 -4.2059
H 8.2242 1.6533 -2.9218
C 10.9308 5.2602 -2.0228
N 10.4870 3.8558 -2.2316
O 10.3128 3.1647 -1.2539
O 10.3302 3.4853 -3.3847
H 11.0241 5.4326 -0.9577
H 11.8841 5.3792 -2.5274
H 10.1802 5.9080 -2.4648
C -10.3424 -1.7533 2.3582
N -11.3462 -2.6240 1.6895
O -12.1046 -3.2675 2.3827
O -11.3412 -2.6383 0.4691
H -10.4610 -1.8464 3.4302
H -9.3581 -2.0904 2.0445
H -10.5253 -0.7343 2.0302
C 12.6910 0.3070 0.8128
N 12.9947 1.5081 -0.0103
O 12.6943 2.5960 0.4310
O 13.5233 1.3153 -1.0925
H 12.2238 0.6321 1.7343
H 12.0208 -0.3214 0.2339
H 13.6260 -0.2002 1.0049
C 5.1981 1.5780 8.0760
N 5.0310 2.7743 8.9483
O 5.4260 3.8438 8.5292
O 4.5080 2.5987 10.0322
H 5.6730 1.8795 7.1538
H 5.8130 0.8665 8.6181
H 4.2098 1.1699 7.8897
C -14.1101 -0.6811 -0.6198
N -13.4101 0.5648 -0.2031
O -13.5552 1.5563 -0.8927
O -12.7393 0.5065 0.8056
H -14.6658 -0.4760 -1.5265
H -13.3507 -1.4410 -0.7832
H -14.7721 -0.9678 0.1913
C -3.1833 0.1530 -4.6250
N -1.9135 0.0486 -5.3945
O -0.9039 0.5000 -4.8954
O -1.9724 -0.4816 -6.4860
H -2.9843 0.6423 -3.6794
H -3.8776 0.7318 -5.2259
H -3.5517 -0.8563 -4.4709
C 14.9716 -3.2613 -0.8846
N 15.2507 -2.9154 0.5369
O 14.4131 -2.2643 1.1348
O 16.2982 -3.3067 1.0023
H 14.0089 -2.8463 -1.1571
H 15.7688 -2.8335 -1.4840
H 14.9703 -4.3440 -0.9603
C -8.9575 -4.2623 -1.0902
N -7.8154 -4.6034 -1.9836
O -6.6951 -4.4129 -1.5632
O -8.0817 -5.0505 -3.0855
H -8.5573 -3.8786 -0.1589
H -9.5579 -3.5144 -1.5982
H -9.5281 -5.1720 -0.9313
C -5.9381 -7.3983 -3.8965
N -6.3753 -8.7807 -3.5608
O -6.5417 -9.5653 -4.4754
O -6.5450 -9.0336 -2.3850
H -5.8344 -7.3254 -4.9721
H -6.6973 -6.7151 -3.5260
H -4.9899 -7.2232 -3.3973
C 13.2512 3.5256 -5.1149
N 13.6347 4.9636 -5.0630
O 12.7447 5.7828 -4.9307
O 14.8163 5.2221 -5.1542
H 12.1746 3.4504 -5.0196
H 13.5916 3.1332 -6.0681
H 13.7522 3.0260 -4.2903
C -13.1047 4.5850 -2.1970
N -12.5439 5.5746 -3.1583
O -12.8716 6.7385 -3.0308
O -11.7952 5.1456 -4.0118
H -13.7507 5.1088 -1.5035
H -13.6584 3.8493 -2.7707
H -12.2721 4.1186 -1.6807
C -8.2036 3.0727 5.8859
N -8.1549 1.9339 4.9290
O -7.9236 2.1877 3.7682
O -8.3463 0.8240 5.3901
H -8.0121 3.9874 5.3386
H -9.1924 3.0785 6.3343
H -7.4398 2.8974 6.6368
```

Calculated values
Energy relative to the best compared isomer or geometry (same formula, charge and spin) = 18.5 kcal/mol
E_tot = -5583.3975 Eh
F_max = 1.39 eV/A
Molecular weight = 1400.1 g mol⁻¹
Charge = -1
Gap between HOMO and LUMO = 5.7 eV
LUMO energy = 0.7 eV

=====

No. 3
8 unconnected molecules or ions with the total composition C26H72N2O10P2. Source: OMol25; level of theory: ωB97M-V with the def2-TZVPD basis set.

Geometry as XYZ:
```
112
C26H72N2O10P2, DFT ωB97M-V with the def2-TZVPD basis set
C 3.8945 -6.6417 -0.6179
C 3.6935 -5.8753 -1.9840
C 4.8699 -6.0692 -3.0353
N 2.6560 -5.1313 -2.2337
P 1.3725 -6.1460 -3.0208
C 0.2865 -4.6202 -3.1721
N -0.1841 -4.0670 -1.8828
C 0.0873 -7.3316 -3.8184
P -0.5423 -8.6743 -2.6587
O -0.8066 -8.1703 -1.2525
O 0.4971 -9.9859 -2.7452
O -2.0222 -9.1843 -3.3268
H 4.8078 -7.3052 -0.7006
H 3.0354 -7.3321 -0.3825
H 4.1057 -5.9411 0.2318
H 5.2145 -7.1366 -2.9194
H 4.4603 -5.8989 -4.0632
H 5.7244 -5.3701 -2.8084
H 1.4167 -7.0128 -1.8675
H 2.2794 -6.4242 -4.0895
H -0.5931 -4.7153 -3.8512
H 0.9392 -3.8105 -3.6227
H -1.0575 -4.4924 -1.5834
H 0.5477 -4.1217 -1.1762
H -0.7989 -6.8491 -4.3044
H 0.6257 -7.8963 -4.6427
H 1.2908 -9.8349 -2.2096
H -2.5663 -8.3780 -3.2898
C 3.8705 -1.0917 -1.0531
C 5.3061 -1.5906 -1.0140
C 5.9266 -1.6063 -2.4024
O 5.3352 -2.9063 -0.4650
H 3.2454 -1.7424 -1.6705
H 3.4374 -1.0964 -0.0496
H 3.8159 -0.0762 -1.4528
H 5.8989 -0.9519 -0.3545
H 5.3731 -2.2767 -3.0674
H 6.9536 -1.9774 -2.3593
H 5.9344 -0.6070 -2.8434
H 4.8149 -3.4777 -1.0437
C -0.1744 0.4277 -1.9613
C 0.9962 0.5353 -2.9248
C 0.6090 1.2981 -4.1823
O 1.4445 -0.7715 -3.2800
H -1.0074 -0.1144 -2.4174
H 0.1143 -0.1307 -1.0680
H -0.5270 1.4164 -1.6566
H 1.8314 1.0390 -2.4319
H -0.1971 0.7846 -4.7160
H 1.4559 1.3596 -4.8696
H 0.2783 2.3117 -3.9437
H 0.7168 -1.2290 -3.7170
C 2.3564 2.7636 0.6602
C 1.6845 3.7220 -0.3108
C 2.3317 5.0960 -0.2682
O 0.3015 3.8385 0.0182
H 2.2686 3.1278 1.6882
H 1.8737 1.7836 0.6275
H 3.4158 2.6392 0.4237
H 1.7435 3.3181 -1.3250
H 2.2422 5.5357 0.7288
H 1.8336 5.7783 -0.9615
H 3.3908 5.0431 -0.5318
H 0.2408 4.1947 0.9126
C -2.9003 5.0082 1.4044
C -3.0289 4.0566 2.5829
C -4.4654 3.9737 3.0741
O -2.1859 4.5012 3.6476
H -3.1989 6.0225 1.6877
H -1.8625 5.0647 1.0709
H -3.5196 4.6848 0.5653
H -2.6827 3.0625 2.2911
H -4.8184 4.9519 3.4151
H -4.5400 3.2951 3.9268
H -5.1326 3.6186 2.2857
H -2.4830 5.3788 3.9128
C 1.5025 6.7683 5.0998
C 1.8303 5.4930 4.3393
C 2.6717 4.5471 5.1817
O 2.5359 5.8200 3.1410
H 2.4165 7.3073 5.3679
H 0.9071 7.4421 4.4797
H 0.9456 6.5511 6.0139
H 0.9042 4.9947 4.0421
H 3.6254 5.0110 5.4525
H 2.9080 3.6406 4.6201
H 2.1497 4.2639 6.0982
H 3.3562 6.2609 3.3894
C -7.2489 3.2008 7.5862
C -6.5169 3.9806 6.5051
C -5.3203 4.7273 7.0738
O -7.4129 4.9109 5.8990
H -7.6315 3.8737 8.3597
H -8.1108 2.6789 7.1651
H -6.5919 2.4663 8.0574
H -6.1834 3.2967 5.7217
H -5.6376 5.4521 7.8298
H -4.8113 5.2903 6.2882
H -4.6048 4.0392 7.5295
H -7.7136 5.5204 6.5820
C -3.9339 -1.8953 -2.8126
C -2.7617 -1.8350 -3.7785
C -3.1071 -1.0248 -5.0183
O -2.3915 -3.1586 -4.1620
H -4.7980 -2.3786 -3.2792
H -3.6750 -2.4882 -1.9327
H -4.2284 -0.8956 -2.4859
H -1.8981 -1.3923 -3.2794
H -3.9430 -1.4785 -5.5595
H -2.2599 -0.9983 -5.7076
H -3.3770 0.0009 -4.7573
H -3.1470 -3.5622 -4.6047
```

Calculated values
Structure (SMILES) = CC(C)=N[PH2](CN)CP(=O)(O)O.CC(C)O.CC(C)O.CC(C)O.CC(C)O.CC(C)O.CC(C)O.CC(C)O
E_tot = -2578.3658 Eh
F_max = 2.98 eV/A
Molecular weight = 634.8 g mol⁻¹
Charge = 0
Gap between HOMO and LUMO = 8.0 eV
LUMO energy = 0.3 eV